1.
Below is a single C6H9NO2 molecule at a distorted geometry, with properties calculated with ωB97M-V with the def2-TZVPD basis set.

Summary:
structure (SMILES) = O=C(O)C1=NCCCC1
relative energy (zero: lowest compared OMol25 entry of this formula, charge and spin) = 76.61 kcal per mole
lowest unoccupied orbital energy = 0.00320 Eh
highest occupied orbital energy = -0.3580 hartree
orbital gap = 9.828 eV

Structure (ORCA input):
```
! RIJCOSX wB97M-V def2-TZVPD def2/J DEFGRID3
* xyz 0 1
H -1.26311 -2.58306 0.55600
O 3.17468 0.82599 -0.01385
N 0.36772 -1.45449 -0.21672
H 0.75182 1.55418 -0.66292
H 0.29769 1.54764 0.99675
H -1.45540 1.91685 0.17180
C 0.97852 -0.30151 -0.09265
H -1.62781 -0.27446 1.55845
C -1.21431 0.96107 -0.25009
H -1.29025 1.07530 -1.31784
H -2.81964 -0.44119 0.39976
O 3.10469 -1.43789 0.12047
C 2.49651 -0.33315 -0.00478
H -1.51368 -1.83202 -1.30342
H 2.64526 1.46906 -0.11735
C -1.08391 -1.49265 -0.19417
C -1.79297 -0.21512 0.37290
C 0.24420 1.01545 -0.00233
*
```



2.
Below is a molecular structure, C3H3CeLiO2 at a distorted geometry, with properties calculated with ωB97M-V with the def2-TZVPD basis set.

Summary:
lowest unoccupied orbital energy (alpha / beta) = -0.36870 / -0.36289 Eh
highest occupied orbital energy (alpha / beta) = -0.5552 / -0.5425 hartree
orbital gap (alpha / beta) = 5.076 / 4.889 eV

Structure (ORCA input):
```
! RIJCOSX wB97M-V def2-TZVPD def2/J DEFGRID3
* xyz 2 3
H 0.59769 -0.06418 -1.79083
C -1.73025 -0.45014 -0.32021
O -1.42794 -0.64408 -1.67327
C -0.76474 0.52649 -0.12169
Li 2.90273 0.38822 2.67223
Ce 0.73115 -2.38709 2.55822
H -0.59294 1.21639 -2.24391
C -0.39072 0.36836 -1.57418
H -0.72153 1.36899 0.57008
O 1.39656 -0.32297 1.92357
*
```



3.
Below is a molecular structure, C3H7BNO7S2 at a distorted geometry, with properties calculated with ωB97M-V with the def2-TZVPD basis set.

Summary:
relative energy (zero: lowest compared OMol25 entry of this formula, charge and spin) = 0.00 kcal per mole
lowest unoccupied orbital energy = 0.10043 Eh
highest occupied orbital energy = -0.2271 hartree
orbital gap = 8.913 eV

Structure (ORCA input):
```
! RIJCOSX wB97M-V def2-TZVPD def2/J DEFGRID3
* xyz -1 1
S 0.48830 -1.67510 -0.70015
H 0.99758 2.04214 1.98416
O 0.38705 -2.96546 -0.06424
C -1.10114 -0.88394 -0.41762
C 0.60288 1.36284 1.23618
H -1.27614 -0.17622 -1.21737
B 0.50847 2.11495 -0.15049
O 2.94386 0.35660 1.61658
H -1.17263 -0.38949 0.54038
C -2.23739 -1.87885 -0.48779
H 1.14161 1.38258 -1.85304
N 1.68444 -0.73839 -0.19829
H -1.27069 2.64105 -0.79591
O 1.41729 1.97924 -1.16083
H -2.02332 -2.92391 -0.24270
H -0.37922 1.07778 1.59021
S 1.62242 -0.12574 1.28850
O 0.57082 -1.72582 -2.14679
O -3.36191 -1.51223 -0.79940
O 1.00911 -0.98381 2.27485
O -0.55138 3.02178 -0.29622
*
```



4.
Below is a single C4H5NO molecule, with properties calculated with ωB97M-V with the def2-TZVPD basis set.

Summary:
structure (SMILES) = CC#CC(N)=O
relative energy (zero: lowest compared OMol25 entry of this formula, charge and spin) = 46.87 kcal per mole
lowest unoccupied orbital energy = 0.03303 Eh
highest occupied orbital energy = -0.3573 hartree
orbital gap = 10.622 eV

Structure (ORCA input):
```
! RIJCOSX wB97M-V def2-TZVPD def2/J DEFGRID3
* xyz 0 1
N -1.36207 -0.89107 -1.64711
C 0.27741 -1.00336 0.06689
H 2.51785 1.02771 1.46405
H 1.33394 1.89746 0.44933
C 1.47575 1.07079 1.15476
O -1.94091 -0.33547 0.47762
H 0.82980 1.24734 2.02186
H -2.30258 -0.72967 -1.96584
C 1.00032 -0.14185 0.52309
C -1.12822 -0.76211 -0.31813
H -0.70129 -1.37977 -2.22652
*
```



5.
Below is 2 unconnected molecules or ions with the total composition C18H31N7O3 at a distorted geometry, with properties calculated with ωB97M-V with the def2-TZVPD basis set.

Summary:
structure (SMILES) = CNC(=O)[C@H](CC(C)C)NC(C)=O.COCCCNc1ncnc2[nH]cnc12
lowest unoccupied orbital energy = 0.02290 Eh
highest occupied orbital energy = -0.2906 hartree
orbital gap = 8.531 eV

Structure (ORCA input):
```
! RIJCOSX wB97M-V def2-TZVPD def2/J DEFGRID3
* xyz 0 1
H -2.02281 0.68544 -2.39990
C 5.61009 0.94433 2.33877
H 0.58303 4.61903 -0.69522
C -0.22125 -0.46351 -2.62360
H -0.06351 -0.10396 -3.64470
C 1.27310 -0.75871 1.68520
C 0.28991 -1.89881 -2.52030
H 3.78535 0.19824 0.77742
H 2.89130 -0.92605 4.12762
H 0.82028 3.17475 -1.70610
C 4.12088 1.09596 2.54281
C -6.02178 -0.01094 -2.45769
C 1.36701 1.40905 0.31725
H -7.55858 -0.48394 -1.03822
H 3.23319 3.07665 -0.90242
C 1.46943 2.94664 0.34541
N -1.98422 -0.81429 -0.92020
H 5.87301 -0.11057 2.38420
C -5.57090 -0.85790 -0.45292
N -5.64782 -1.34876 0.77181
H 2.84839 4.56608 -0.01207
H -0.49445 3.22924 -0.50978
H 1.88445 1.02584 -0.56234
H 6.13112 1.48549 3.12799
H 0.24392 -2.23631 -1.48202
H -1.38994 -3.89448 -1.86998
C -0.78533 -4.01971 -2.77435
C 0.53337 3.53024 -0.71609
C -3.25694 -0.99433 -0.44088
H 0.30755 1.16654 0.21545
C -1.70582 -0.35797 -2.28977
H -1.23746 -1.18246 -0.33240
O -0.49529 -2.74796 -3.36549
C -4.48060 -1.66172 1.34582
O 3.69361 1.62990 3.55705
N -4.71381 -0.11142 -2.41385
H 1.45221 0.09086 4.33826
H 5.88978 1.35629 1.37107
H 0.86615 -2.32341 2.83282
H 1.45658 -1.57295 4.94433
H 3.55464 3.20342 0.84656
C 2.87333 3.47753 0.04491
O 0.79881 -1.32044 0.70237
H 0.35113 0.17775 -1.95499
H 1.33819 -1.93849 -2.83324
C 1.80010 -0.92411 4.13746
C 1.86997 0.66510 1.57334
H 0.13891 -4.54582 -2.51385
H -2.27559 -0.95730 -3.01010
N 1.28294 -1.40514 2.85543
N -6.57496 -0.45457 -1.27408
H -6.58331 0.37045 -3.30581
N 3.33824 0.62235 1.57312
H -1.34930 -4.63542 -3.48149
H -4.51021 -2.07201 2.35133
H 1.51943 1.22444 2.44089
H 1.14819 3.31224 1.32075
C -4.41244 -0.64858 -1.14510
N -3.28125 -1.50181 0.77952
*
```



Number 1: E_tot -439.1543 a.u.. Number 2: E_tot -748.4100 a.u.. Number 3: E_tot -1521.3114 a.u.. Number 4: E_tot -285.3399 a.u.. Number 5: E_tot -1313.5565 a.u..